# 1
This record from the OMol25 dataset describes a single C6H8N2O molecule in a non-equilibrium geometry. The level of theory is ωB97M-V/def2-TZVPD.

Values from the calculation:
structure (SMILES) = C#C/C(=N/O)N1CCC1
HOMO-LUMO gap = 9.67 eV

Geometry (Å):
C (-0.47714, -3.51479, -0.84797)
C (-0.17563, -2.35154, -0.83562)
C (0.15653, -0.95755, -0.80662)
N (0.76682, -0.51984, -1.85246)
O (1.02492, 0.81544, -1.72063)
N (-0.25716, -0.23095, 0.36471)
C (0.75709, 0.47717, 1.17383)
C (-0.26219, 1.57775, 1.41259)
C (-1.12679, 0.94577, 0.28002)
H (-0.74195, -4.54461, -0.74958)
H (1.56082, 1.06474, -2.49597)
H (1.16025, 0.00611, 2.08058)
H (1.61793, 0.87837, 0.62490)
H (0.02733, 2.62117, 1.18137)
H (-0.79258, 1.47769, 2.36250)
H (-1.05348, 1.50924, -0.66461)
H (-2.18476, 0.74582, 0.49295)

Cartesian forces (eV/Å) of the 3 atoms listed first:
0.045 0.172 0.309
-0.153 -0.559 -0.091
-0.301 0.163 0.072

# 2
This record from the OMol25 dataset describes a molecular structure, C6H8N2O in a non-equilibrium geometry. The level of theory is ωB97M-V/def2-TZVPD.

Values from the calculation:
HOMO-LUMO gap = 9.75 eV

Geometry (Å):
C (2.00562, 1.28966, -0.16777)
C (-1.35796, 0.69508, 0.50444)
C (-2.11165, -0.54161, -0.01229)
C (-0.79022, -0.74943, -0.68466)
C (-0.03078, -1.70204, -0.26348)
C (1.21252, -1.10310, 0.00316)
H (1.48930, 2.25653, 0.36834)
H (2.40712, 1.79602, -1.23781)
H (2.92682, 0.97679, 0.44899)
H (-1.04249, 0.28737, 1.56222)
H (-1.94725, 1.71627, 0.31209)
H (-2.72814, 0.07241, -0.83240)
H (-2.45019, -1.48457, 0.53527)
H (-0.58936, -2.81282, -0.02138)
N (0.92727, 0.27874, -0.09000)
N (-0.29808, 0.54616, -0.58383)
O (2.37747, -1.52146, 0.15912)

Cartesian forces (eV/Å) of the 3 atoms listed first:
0.008 3.396 0.467
-1.541 0.823 1.983
-2.049 1.690 -4.282

# 3
This record from the OMol25 dataset describes 2 unconnected molecules or ions with the total composition C6H8N2O in a non-equilibrium geometry. The level of theory is ωB97M-V/def2-TZVPD.

Values from the calculation:
2S+1 = 3
HOMO-LUMO gap (spin up / spin down) = 6.85 / 7.35 eV
expectation value of S² = 2.008

Geometry (Å):
C (-1.33299, -1.37830, -2.20333)
C (-1.86382, -1.35063, -0.95582)
C (0.29366, 1.79797, 3.17014)
C (0.17327, -1.56172, -2.07443)
C (-0.76985, -1.44713, -0.07272)
C (-0.33943, 1.70458, 0.72205)
N (0.36774, -1.53173, -0.68989)
N (-0.20445, 1.53544, 2.13001)
O (0.52118, 1.87389, 4.29722)
H (-1.78521, -1.26514, -3.12857)
H (-2.83733, -1.21661, -0.52353)
H (0.25773, -2.52451, -2.70153)
H (0.82531, -0.79678, -2.50805)
H (-0.86599, -1.42425, 0.91605)
H (0.35898, 1.15832, 0.17187)
H (-1.36461, 1.43138, 0.59627)
H (-0.14444, 2.76479, 0.42957)

Cartesian forces (eV/Å) of the 3 atoms listed first:
2.193 0.656 -3.050
0.477 0.072 5.998
-1.253 -0.702 -0.822

# 4
This record from the OMol25 dataset describes a single C6H8N2O molecule in a non-equilibrium geometry. The level of theory is ωB97M-V/def2-TZVPD.

Values from the calculation:
2S+1 = 3
HOMO-LUMO gap (spin up / spin down) = 6.32 / 7.02 eV
expectation value of S² = 2.012

Geometry (Å):
C (-1.86468, 2.84847, 1.12625)
C (-0.74236, 2.38017, 0.50982)
C (-1.86809, 0.70035, 1.42734)
C (1.14860, 0.25733, -0.96094)
C (-0.00863, 0.01925, 0.06927)
C (0.33005, -2.30572, -0.14372)
N (-2.51045, 1.79474, 1.69148)
N (-0.78029, 0.97915, 0.63669)
O (-0.45984, -1.25713, 0.34406)
H (-2.12611, 3.85562, 1.51239)
H (0.07695, 2.82163, 0.14504)
H (-2.15024, -0.26213, 1.72111)
H (1.63441, -0.67128, -1.32563)
H (1.54713, 1.24172, -1.27261)
H (0.26597, -2.17739, -1.24542)
H (-0.02176, -3.14562, 0.50019)
H (1.39927, -1.98186, 0.26053)

Cartesian forces (eV/Å) of the 3 atoms listed first:
0.424 0.282 1.394
-2.171 -1.903 0.731
-0.062 1.423 -0.730

# 5
This record from the OMol25 dataset describes a single C6H8N2O2 molecule in a non-equilibrium geometry. The level of theory is ωB97M-V/def2-TZVPD.

Values from the calculation:
structure (SMILES) = CN[C@H](C#CC(N)=O)C=O
HOMO-LUMO gap = 10.02 eV

Geometry (Å):
C (-1.53703, -1.97128, -0.19394)
N (-1.71815, -0.68802, 0.46014)
C (-1.19896, 0.43681, -0.27296)
C (0.24248, 0.62704, -0.06094)
C (1.43008, 0.77301, 0.11928)
C (2.86204, 0.96151, 0.34183)
N (3.61045, -0.14254, 0.18237)
O (3.34860, 2.08547, 0.43916)
C (-1.94604, 1.72348, 0.06742)
O (-2.98116, 1.72995, 0.67956)
H (-2.12433, -2.73095, 0.33579)
H (-1.84396, -1.96520, -1.25676)
H (-0.47959, -2.27012, -0.14679)
H (-2.69333, -0.51492, 0.68380)
H (-1.34028, 0.34662, -1.37773)
H (3.44708, -0.94166, 0.78084)
H (4.40645, -0.11295, -0.45663)
H (-1.48437, 2.65374, -0.32444)

Cartesian forces (eV/Å) of the 3 atoms listed first:
0.163 -0.210 -0.068
-0.269 0.039 0.012
0.049 0.053 -0.270

# 6
This record from the OMol25 dataset describes 2 unconnected molecules or ions with the total composition C6H8N2O2 in a non-equilibrium geometry. The level of theory is ωB97M-V/def2-TZVPD.

Values from the calculation:
HOMO-LUMO gap (spin up / spin down) = 8.19 / 7.27 eV

Geometry (Å):
C (0.17366, -0.65342, 2.68168)
C (-1.94306, 0.55735, -0.92722)
C (-1.21276, 0.63675, -2.19862)
C (-0.54860, 0.01363, -0.93514)
C (1.15093, -1.42198, 2.24707)
C (0.48687, 0.68004, -0.23296)
N (-0.72933, 0.03708, 2.90201)
N (1.79778, 0.26507, -0.18914)
O (2.60759, 1.07421, 0.22656)
O (2.11184, -0.80881, -0.66152)
H (-2.22567, 1.41074, -0.30166)
H (-2.59372, -0.35122, -0.96814)
H (-1.38197, -0.08039, -3.13247)
H (-0.80165, 1.66418, -2.49265)
H (-0.47846, -1.01246, -0.98069)
H (1.11426, -2.48143, 2.16618)
H (2.12868, -1.09346, 2.45380)
H (0.34361, 1.56413, 0.34290)

Cartesian forces (eV/Å) of the 3 atoms listed first:
-2.240 1.066 0.123
-1.335 -1.936 -0.050
1.242 0.950 -2.513

# 7
This record from the OMol25 dataset describes a single C6H8N2O3S molecule in a non-equilibrium geometry. The level of theory is ωB97M-V/def2-TZVPD.

Values from the calculation:
structure (SMILES) = N/C1=N/OC(=O)CCCS(=O)#C1
HOMO-LUMO gap (spin up / spin down) = 7.56 / 6.99 eV

Geometry (Å):
N (1.02701, 3.09788, -1.54573)
C (0.36195, 1.84629, -1.29643)
N (-0.99001, 1.90133, -1.26922)
O (-1.69759, 0.94095, -0.59197)
C (-1.10840, 0.36421, 0.56696)
O (-0.11486, 0.82727, 1.00297)
C (-1.61985, -1.04525, 0.83291)
C (-0.41594, -1.79005, 1.45897)
C (0.72244, -1.93378, 0.43002)
S (1.66693, -0.61811, -0.69926)
O (2.32960, 0.42622, 0.08466)
C (0.66799, 0.59208, -1.61925)
H (2.02064, 3.07855, -1.48935)
H (0.34159, 3.83033, -1.66576)
H (-2.56634, -1.20613, 1.30261)
H (-1.88523, -1.64266, -0.08486)
H (-0.03250, -1.22801, 2.29476)
H (-0.71084, -2.76517, 1.83651)
H (1.57934, -2.18305, 0.87953)
H (0.42409, -2.49287, -0.42808)

Cartesian forces (eV/Å) of the 3 atoms listed first:
-2.627 -3.846 0.747
0.325 2.843 -0.802
-0.699 1.410 0.314

# 8
This record from the OMol25 dataset describes a single C6H8N2O3S2 molecule in a non-equilibrium geometry. The level of theory is ωB97M-V/def2-TZVPD.

Values from the calculation:
HOMO-LUMO gap = 7.25 eV

Geometry (Å):
C (-1.06660, -0.34627, -1.24148)
C (-1.73408, -2.05887, 0.95084)
C (-0.08845, -1.28465, -0.71046)
C (0.98777, 1.17650, -0.63627)
C (-2.80657, -1.49903, 0.00263)
C (2.08097, 1.95959, 0.03510)
N (-0.49908, -1.87853, 0.59703)
N (-2.47445, -0.79676, -1.00951)
O (-0.97181, 0.02721, -2.42326)
O (-2.20317, -2.52834, 1.98414)
O (-4.02384, -1.69416, 0.39633)
S (1.60905, -0.57610, -0.69862)
S (-0.60079, 1.17006, 0.19084)
H (-0.05481, -2.23251, -1.36198)
H (0.79562, 1.36502, -1.67270)
H (2.40159, 1.36994, 0.94291)
H (1.69280, 3.03711, 0.29084)
H (2.97372, 2.01831, -0.63305)
H (0.25923, -2.24664, 1.08195)
H (-3.11860, -0.18923, -1.48014)
H (-3.87931, -1.88724, 1.32425)

Cartesian forces (eV/Å) of the 3 atoms listed first:
-0.196 1.600 -1.708
-1.467 0.087 0.853
1.667 -3.933 -0.119

# 9
This record from the OMol25 dataset describes a molecular structure, C6H8N2O4 in a non-equilibrium geometry. The level of theory is ωB97M-V/def2-TZVPD.

Values from the calculation:
HOMO-LUMO gap = 10.08 eV

Geometry (Å):
C (-0.56989, -0.59216, 1.04873)
C (0.17248, 2.23147, -0.57121)
C (-2.06302, -1.60932, -0.63512)
C (0.83089, 0.92247, -0.16970)
C (-0.27740, -0.13112, -1.30913)
C (1.45145, 0.16993, 2.04878)
N (-1.03756, -0.83333, -0.22715)
N (0.43475, 0.34210, 1.08118)
O (-0.89481, -1.26914, 1.99147)
O (0.74951, 3.06841, -1.18699)
O (-2.34838, -1.67803, -1.83784)
O (0.46626, -1.08635, -2.05040)
H (-0.86443, 2.27025, -0.27947)
H (-2.48372, -2.16422, 0.14318)
H (1.96480, 0.87806, -0.29688)
H (-0.88107, 0.53593, -1.78901)
H (1.13421, -0.50977, 2.91791)
H (2.38463, -0.28359, 1.52343)
H (1.81793, 1.19796, 2.39313)
H (0.01340, -1.45954, -2.79492)

Cartesian forces (eV/Å) of the 3 atoms listed first:
0.570 -1.348 0.736
1.596 -1.139 0.947
0.284 0.163 -3.004

# 10
This record from the OMol25 dataset describes a gas-phase ion, C6H8N3OS (charge +1) in a non-equilibrium geometry. The level of theory is ωB97M-V/def2-TZVPD.

Values from the calculation:
net charge = +1
HOMO-LUMO gap (spin up / spin down) = 6.47 / 6.47 eV

Geometry (Å):
C (-0.47324, -1.91658, -0.10594)
C (0.74197, -1.26075, -0.12524)
C (-1.78707, -1.35816, 0.15669)
C (-2.06299, -0.09219, -0.07153)
C (0.92607, 0.16768, 0.02286)
C (-0.16219, 1.04439, -0.09472)
N (-0.05940, 2.34839, -0.05907)
N (2.07559, 0.79296, -0.04375)
N (-3.05994, 0.81607, -0.06451)
O (4.01938, -1.09957, -0.03344)
S (3.55233, 0.48529, -0.05842)
H (-0.64531, -3.01250, -0.29851)
H (1.70784, -1.69405, -0.34583)
H (-2.71723, -1.89961, 0.20285)
H (0.87303, 2.77422, 0.19977)
H (-0.86004, 2.91293, 0.16402)
H (-2.93384, 1.71122, -0.45739)
H (-3.85955, 0.57003, 0.48678)
H (4.72457, -1.28979, 0.52539)

Cartesian forces (eV/Å) of the 3 atoms listed first:
0.995 -0.975 0.396
-1.309 -0.923 0.037
-0.085 1.391 -0.928

# 11
This record from the OMol25 dataset describes a single C6H8N4 molecule in a non-equilibrium geometry. The level of theory is ωB97M-V/def2-TZVPD.

Values from the calculation:
structure (SMILES) = N#C/C=N/CCCN=C=N
HOMO-LUMO gap = 9.05 eV

Geometry (Å):
N (-3.32956, 0.70419, 1.58238)
C (-2.74167, 0.44585, 0.64590)
C (-1.90206, 0.14442, -0.52256)
N (-0.99898, -0.71426, -0.23960)
C (0.00375, -1.04511, -1.23447)
C (1.45807, -0.78740, -0.60543)
C (1.73554, 0.73390, -0.38738)
N (1.20044, 1.06602, 0.83633)
C (0.40239, 0.72532, 1.64664)
N (-0.02984, 0.44029, 2.77152)
H (-2.30174, 0.80544, -1.26362)
H (-0.15449, -0.48106, -2.10549)
H (-0.08539, -2.07740, -1.40067)
H (1.51165, -1.40364, 0.33062)
H (2.18103, -1.24033, -1.43081)
H (2.82206, 0.94259, -0.37296)
H (1.17943, 1.25618, -1.25820)
H (-0.95063, 0.48498, 3.00782)

Cartesian forces (eV/Å) of the 3 atoms listed first:
-1.001 0.457 1.354
0.912 -0.629 -1.086
-0.579 -0.662 3.194

# 12
This record from the OMol25 dataset describes 2 unconnected molecules or ions with the total composition C6H8N4O in a non-equilibrium geometry. The level of theory is ωB97M-V/def2-TZVPD.

Values from the calculation:
structure (SMILES) = [H]/N=c1/cn[nH]o1.C#CCN=C
HOMO-LUMO gap = 9.52 eV

Geometry (Å):
H (-4.86187, 1.11933, -0.20362)
N (-3.96948, 1.00672, -0.70902)
C (-3.11782, 0.16959, -0.20523)
C (-1.81730, -0.04697, -0.89672)
N (-1.03380, -0.75238, -0.16549)
N (-1.69801, -1.22616, 0.87633)
O (-3.01037, -0.62938, 0.92497)
H (-1.69980, 0.46953, -1.77074)
H (-1.17240, -1.21896, 1.78376)
C (4.28296, -0.06726, -0.56983)
C (3.16367, -0.38999, -0.24845)
C (1.85917, -0.82796, 0.29250)
N (1.03531, 0.24790, 0.64832)
C (1.10423, 1.36813, 0.10873)
H (5.31618, -0.14407, -0.69667)
H (2.05329, -1.45290, 1.30334)
H (1.29085, -1.52010, -0.47255)
H (1.72194, 1.68032, -0.67866)
H (0.55324, 2.21462, 0.67905)

Cartesian forces (eV/Å) of the 3 atoms listed first:
0.680 -0.181 -0.008
0.116 -1.694 1.608
0.805 0.690 -1.209

The total energy results, record by record, are as follows: -11374.42421; -11373.88599; -11373.76031; -11373.52356; -13424.22350; -13419.02876; -26300.87871; -37143.41340; -17520.34338; -23693.28761; -12308.96819; -14352.62572 eV.
The ΔE to the lowest compared entry with this formula, charge and spin results, record by record, are as follows: 474.96; 526.89; 79.47; 102.31; 303.91; 805.13; 854.97; 77.77; 297.14; 365.83; 303.08; 654.25 kJ/mol.